Entry 1:
C29H30BrCaNO10PTe as an isolated structure in a non-equilibrium geometry, computed with ωB97M-V with the def2-TZVPD basis set.

Values from the calculation:
M (g/mol): 831.11
2S+1: 1
HOMO energy (eV): -5.048
Frontier orbital gap (eV): 7.380
Relative energy (zero: lowest compared OMol25 entry of this formula, charge and spin) (kJ/mol): 138.0
Charge: -1

Geometry as XYZ:
```
74
Properties=species:S:1:pos:R:3:forces:R:3
Te 1.296 -1.909 0.248 0.27 0.19 -0.05
Br -2.846 8.279 -2.225 -0.03 0.07 0.00
Ca -1.168 1.303 -0.185 0.09 0.00 1.44
P -0.724 0.607 2.469 0.02 -0.02 0.99
O -1.637 1.697 3.271 -0.22 0.01 -0.04
O -0.338 0.613 -3.331 0.13 -0.20 0.12
O 0.675 0.960 3.191 0.12 0.11 -0.06
O -0.209 -0.204 -1.239 0.33 -1.06 -1.83
O -1.682 3.423 0.223 0.48 0.96 -0.62
O -2.827 1.051 -1.606 -0.66 -0.93 -0.16
O -1.406 -2.846 -1.036 -0.27 -0.01 -0.35
O 0.267 2.902 -0.737 -0.42 1.00 -0.31
O -1.086 -0.741 3.266 0.03 -0.13 0.01
O -2.893 -0.204 0.231 -0.28 -0.22 -0.85
N -0.915 5.158 -4.083 -0.16 0.09 0.35
C -0.798 3.587 -0.678 0.39 0.78 0.65
C -1.735 5.761 -1.482 -0.10 0.10 0.15
C -2.822 -2.633 -1.161 0.04 -0.21 -0.13
C -2.919 -0.079 -1.036 -0.94 0.05 0.27
C -1.486 -1.944 2.593 -0.09 0.15 -0.08
C -1.955 6.634 -2.524 0.01 0.07 -0.10
C 1.284 2.204 2.789 -0.24 -0.14 0.07
C 2.619 0.706 -0.642 0.09 0.04 0.05
C 4.263 -4.960 1.292 -0.12 0.14 0.05
C -1.066 4.587 -1.761 0.03 -0.21 0.04
C 4.335 1.970 0.495 -0.06 -0.07 0.03
C -3.041 1.777 2.974 0.28 -0.03 0.09
C 4.236 -5.017 2.683 -0.11 0.08 -0.08
C 4.306 1.053 1.540 -0.08 -0.12 -0.06
C -2.033 -3.804 -3.072 -0.05 0.07 0.03
C -1.530 6.312 -3.800 0.19 -0.37 -0.11
C 3.486 1.795 -0.590 0.00 -0.14 0.05
C 3.450 -4.053 0.613 0.09 -0.07 0.33
C 3.442 -0.038 1.496 0.03 0.01 -0.14
C -0.693 4.310 -3.070 0.08 0.25 -0.35
C -0.636 -0.212 -2.478 0.37 -0.25 0.22
C -3.227 -3.795 -2.078 0.13 0.09 -0.08
C -1.098 -2.749 -2.440 -0.22 0.05 0.09
C 2.599 -0.225 0.398 0.11 0.10 -0.11
C 2.612 -3.183 1.315 0.16 -0.24 0.18
C -2.937 -1.313 -1.925 0.78 0.13 -0.22
C 2.591 -3.252 2.711 0.11 -0.13 -0.01
C -1.607 -1.350 -2.829 -0.51 0.03 0.68
C 3.394 -4.164 3.391 0.02 0.02 -0.12
H 1.273 2.329 1.705 0.00 -0.04 -0.08
H -1.554 -4.781 -3.124 0.00 0.01 0.02
H -0.217 3.362 -3.301 0.01 0.05 -0.01
H -3.259 -4.718 -1.499 -0.04 -0.03 -0.02
H -3.570 0.956 3.458 -0.02 -0.05 0.02
H 1.943 -2.584 3.272 0.01 -0.05 -0.05
H -4.197 -3.646 -2.559 0.08 0.00 0.03
H -1.697 6.998 -4.623 0.01 -0.01 -0.01
H 3.355 -4.214 4.474 0.03 0.02 -0.06
H -3.397 2.723 3.371 0.02 0.04 0.03
H 3.439 -0.746 2.317 -0.02 0.05 -0.04
H 3.505 2.495 -1.417 -0.08 0.02 0.06
H -2.073 5.970 -0.476 -0.01 -0.01 0.01
H 0.760 3.038 3.253 -0.05 0.03 0.02
H 2.311 2.176 3.125 0.14 -0.04 0.06
H -1.807 -1.264 -3.891 -0.18 -0.05 -0.11
H 1.946 0.597 -1.485 0.09 0.01 0.06
H -2.429 -2.267 3.033 -0.05 0.01 0.04
H -3.241 1.744 1.905 0.03 -0.02 -0.09
H 4.955 1.184 2.400 -0.02 -0.01 -0.04
H -0.038 -2.913 -2.604 0.09 0.02 0.09
H -0.728 -2.706 2.750 0.09 -0.05 0.03
H -1.623 -1.782 1.524 0.00 0.01 0.05
H -3.840 -1.279 -2.534 0.04 0.06 -0.12
H 5.010 2.817 0.529 -0.01 -0.02 0.00
H 4.859 -5.730 3.212 -0.03 0.05 -0.03
H -3.287 -2.618 -0.181 0.03 0.02 0.07
H -2.325 -3.509 -4.082 0.02 -0.07 0.03
H 4.917 -5.622 0.734 -0.04 0.02 0.03
H 3.465 -4.021 -0.470 0.01 0.02 0.01
```
Positions in Å, forces in eV/Å.


Entry 2:
C29H30Cl2N4O10P2Tm as an isolated structure in a non-equilibrium geometry, computed with ωB97M-V with the def2-TZVPD basis set.

Values from the calculation:
M (g/mol): 896.37
<S²>: 2.0021
2S+1: 3
HOMO energy (eV): -5.067
Frontier orbital gap (eV): 6.195
Relative energy (zero: lowest compared OMol25 entry of this formula, charge and spin) (kJ/mol): 1.9
Charge: -1

Geometry as XYZ:
```
78
Properties=species:S:1:pos:R:3:forces:R:3
Tm -0.163 0.444 1.091 -0.09 0.16 0.04
Cl 1.185 5.665 -0.528 -0.07 -0.17 0.13
Cl 2.858 3.578 0.610 -0.15 -0.04 0.16
P -2.990 1.355 1.573 -0.40 0.10 0.24
P -2.011 -1.829 1.500 -0.73 0.62 0.25
O 0.528 -1.494 0.256 -0.63 -0.26 -0.10
O -1.343 -1.623 -7.364 -0.05 0.43 0.48
O -0.788 4.585 1.597 -0.28 0.04 0.21
O -2.901 -1.063 -5.980 0.74 0.18 -0.02
O 0.617 0.965 -1.050 0.30 -0.08 0.06
O 0.070 0.618 3.241 -0.21 0.03 -0.09
O 3.844 -0.017 -4.697 -0.21 -0.08 -0.05
O 3.138 -0.998 -6.472 -0.25 0.07 0.18
O 0.152 2.615 1.067 -0.24 0.25 0.32
O -1.420 0.101 -1.206 0.02 -0.03 0.14
N 2.949 -0.460 -5.394 1.13 0.29 0.22
N 2.727 -1.012 0.738 -0.68 -0.08 -0.63
N -1.724 -1.132 -6.313 -0.57 -0.33 0.26
N 2.115 -0.161 1.647 0.31 0.07 0.14
C -0.984 -0.290 -4.025 -0.53 -0.39 -0.91
C -3.735 -1.297 0.998 0.14 -0.40 0.74
C 0.610 -0.659 -5.790 -0.39 -0.52 -0.83
C -2.296 -2.529 3.177 -0.28 0.23 0.34
C -0.300 0.401 -1.682 -0.03 0.13 -0.49
C -0.693 -0.660 -5.351 0.28 0.34 0.71
C 1.308 -3.176 -1.895 -0.59 -0.05 0.46
C 0.025 0.061 -3.125 -0.31 -0.29 -0.53
C 1.440 4.595 0.904 0.32 0.34 -0.65
C 3.903 -2.972 -2.811 0.30 -0.10 -0.10
C 3.025 -3.824 -3.474 0.49 -0.02 0.24
C -4.228 -0.049 1.765 0.33 0.19 -1.37
C 2.201 -2.366 -1.182 -0.18 0.01 -0.40
C 1.346 0.034 -3.562 0.28 0.05 -0.56
C -1.819 -3.296 0.438 -0.55 0.34 0.17
C 2.382 1.146 3.646 -0.25 0.80 0.33
C 2.865 0.266 2.587 0.12 0.15 0.56
C 0.974 1.334 3.854 0.10 0.18 -0.09
C 1.584 -0.325 -4.891 0.11 -0.07 0.49
C 0.565 2.371 4.718 -0.07 0.28 0.67
C 1.727 -3.904 -3.001 -0.06 0.23 -0.10
C 1.769 -1.570 0.026 1.71 -0.52 -0.50
C 3.484 -2.246 -1.712 0.39 0.04 0.56
C -3.834 2.518 0.401 0.91 -0.81 0.10
C 1.477 3.099 5.474 -0.81 -0.24 -0.48
C 3.276 1.930 4.417 -0.10 -0.32 -0.50
C 2.833 2.874 5.334 0.59 -0.12 0.08
C -3.188 2.139 3.222 -0.16 -0.30 -0.50
C 0.134 3.871 1.237 -0.07 -0.72 -0.40
H 0.872 -0.973 -6.801 -0.11 0.15 0.42
H -3.670 -1.093 -0.073 -0.10 -0.07 -0.01
H -2.681 1.500 3.938 0.01 -0.08 0.19
H -3.033 -3.329 3.216 -0.13 -0.14 -0.20
H -2.026 -0.314 -3.741 0.02 0.07 0.36
H 4.207 -1.617 -1.207 -0.16 0.08 0.05
H 0.254 -3.278 -1.584 0.73 0.21 0.00
H 3.515 3.462 5.941 0.14 -0.16 -0.24
H -3.903 1.999 -0.554 -0.01 0.01 -0.10
H -2.703 3.094 3.214 0.40 0.60 -0.02
H -4.398 -2.159 1.195 0.04 0.32 -0.33
H -2.724 -3.904 0.490 0.19 -0.28 0.18
H -4.235 2.276 3.479 -0.18 -0.05 0.11
H -3.197 3.390 0.272 0.02 0.12 0.07
H -0.504 2.603 4.803 0.42 -0.29 -0.11
H -5.214 0.265 1.382 0.27 -0.05 0.12
H -4.352 -0.266 2.807 0.04 -0.11 0.70
H 1.119 3.871 6.147 0.01 -0.05 -0.05
H 2.189 0.280 -2.918 -0.37 -0.06 -0.01
H -1.744 -2.932 -0.581 0.28 0.06 -0.16
H 3.386 -4.455 -4.286 -0.25 0.26 0.05
H 1.658 5.270 1.702 0.27 0.30 0.50
H -2.641 -1.746 3.875 0.19 -0.10 -0.37
H 4.952 -2.884 -3.096 -0.33 -0.05 -0.18
H -4.812 2.786 0.736 -0.69 0.28 0.28
H -1.368 -2.911 3.594 0.20 0.00 -0.08
H 3.913 -0.050 2.599 -0.09 0.05 0.00
H 1.015 -4.519 -3.515 -0.28 -0.31 -0.15
H -0.916 -3.815 0.735 0.06 -0.25 -0.14
H 4.345 1.830 4.222 -0.21 -0.09 0.13
```
Positions in Å, forces in eV/Å.


Entry 3:
C29H30CuN9O3S as an isolated structure in a non-equilibrium geometry, computed with ωB97M-V with the def2-TZVPD basis set.

Values from the calculation:
M (g/mol): 648.23
<S²>: 0.7538
2S+1: 2
HOMO energy (alpha / beta) (eV): -4.593 / -4.562
Frontier orbital gap (alpha / beta) (eV): 7.320 / 7.280
Relative energy (zero: lowest compared OMol25 entry of this formula, charge and spin) (kJ/mol): 0.0
Charge: -1

Geometry as XYZ:
```
73
Properties=species:S:1:pos:R:3:forces:R:3
Cu 1.000 -1.486 1.312 0.73 0.50 -0.06
S 3.211 -0.838 1.367 -0.14 0.03 -0.19
O 1.516 0.875 -1.012 0.15 0.24 0.12
O 0.433 -3.533 -1.260 -0.01 -0.38 0.21
O -0.656 -2.351 1.401 -0.28 -0.13 -0.30
N 0.976 -1.335 -0.725 -0.13 -0.22 1.05
N 2.184 -0.724 3.859 0.60 0.62 1.08
N 0.612 -1.910 -2.848 -0.09 0.13 -0.54
N -0.792 3.166 1.350 0.11 0.28 0.00
N -2.060 2.222 3.190 -0.05 0.02 0.17
N 4.256 0.175 3.569 0.22 0.19 0.23
N -0.583 0.815 1.882 0.24 -0.17 -0.06
N -2.629 1.653 0.899 -0.16 -0.03 -0.15
N 1.118 -1.361 3.325 -0.70 -0.76 -0.62
C 4.355 0.863 -4.094 0.07 0.04 -0.07
C 2.676 -1.237 -4.702 -0.04 0.04 0.04
C -1.682 0.536 0.969 -0.24 -0.20 -0.15
C -1.311 -2.752 2.422 -0.49 -0.21 0.63
C -2.910 -3.735 4.564 -0.12 -0.07 0.21
C -1.893 2.830 0.454 -0.11 0.15 -0.16
C 0.253 -1.859 4.148 1.16 0.59 0.06
C 3.152 -0.438 3.040 -0.42 -0.47 -0.14
C -0.067 0.347 -3.565 -0.26 0.10 0.04
C -2.069 1.950 -4.676 -0.09 0.05 -0.03
C 0.650 -2.384 -1.559 -0.11 -0.04 -0.28
C 3.150 0.728 -3.428 0.01 0.06 0.02
C -0.934 -2.551 3.790 -0.48 -0.25 -0.58
C 0.109 2.011 1.418 0.24 0.20 -0.16
C 1.002 -0.534 -2.946 0.05 0.06 0.09
C 1.199 -0.226 -1.426 0.01 -0.24 -0.56
C -0.896 -0.145 -4.567 0.07 0.03 0.08
C -3.128 1.904 2.245 -0.27 0.02 0.07
C -1.890 0.650 -5.112 -0.05 -0.10 -0.17
C -2.538 -3.436 2.210 0.04 0.02 -0.20
C -3.303 -3.917 3.236 -0.01 0.04 0.01
C 2.304 -0.338 -3.708 0.25 -0.12 -0.05
C -0.238 1.662 -3.150 0.00 0.12 0.06
C -1.236 2.451 -3.692 -0.07 0.08 -0.12
C -1.344 3.388 2.678 -0.02 0.21 0.13
C 4.733 -0.054 -5.060 0.08 0.04 -0.05
C -1.131 1.087 3.201 -0.01 -0.10 0.31
C -1.752 -3.047 4.820 0.12 0.02 -0.08
C 3.882 -1.101 -5.367 0.04 -0.07 -0.14
H 0.467 -1.743 5.213 0.02 0.09 -0.05
H -2.855 2.562 -5.099 -0.03 0.03 -0.01
H -2.581 3.683 0.407 0.05 -0.06 -0.04
H -0.522 3.625 3.360 -0.06 0.02 0.01
H 2.877 1.429 -2.655 -0.03 0.05 0.06
H -0.309 1.317 3.887 -0.02 -0.10 -0.02
H -0.778 -1.156 -4.928 -0.01 -0.11 0.01
H 4.825 0.674 2.906 -0.02 -0.01 0.04
H 5.008 1.687 -3.848 0.05 0.07 0.04
H 0.394 -2.509 -3.621 0.03 -0.11 0.12
H -2.838 -3.571 1.182 -0.02 -0.03 -0.17
H 0.920 2.242 2.115 0.02 -0.04 -0.07
H 4.122 0.613 4.467 -0.03 -0.02 -0.04
H 5.683 0.045 -5.569 0.02 0.01 -0.01
H 0.395 2.059 -2.374 0.08 0.01 0.03
H -3.651 1.010 2.599 -0.01 0.06 -0.02
H 0.527 1.822 0.428 -0.01 0.02 0.26
H 4.160 -1.823 -6.124 0.00 -0.02 -0.03
H -1.278 0.355 -0.030 -0.01 -0.07 0.02
H -3.834 2.743 2.216 0.04 -0.09 -0.01
H 2.029 -2.063 -4.961 -0.02 -0.10 0.04
H -4.227 -4.435 3.020 -0.06 -0.07 -0.05
H -1.669 0.205 3.563 0.09 0.02 -0.01
H -2.532 0.245 -5.882 -0.05 -0.04 -0.06
H -1.365 3.463 -3.340 -0.01 0.13 0.06
H -2.214 -0.356 1.304 0.07 0.00 -0.05
H -1.444 -2.878 5.844 0.07 0.01 0.08
H -3.512 -4.132 5.367 -0.03 0.03 0.11
H -1.494 2.631 -0.543 -0.01 0.05 -0.01
H -2.037 4.239 2.642 0.09 -0.07 0.03
```
Positions in Å, forces in eV/Å.


Entry 4:
C29H30FFeN4O8S as an isolated structure, computed with ωB97M-V with the def2-TZVPD basis set.

Values from the calculation:
M (g/mol): 669.49
<S²>: 6.0080
2S+1: 5
HOMO energy (alpha / beta) (eV): -5.056 / -4.948
Frontier orbital gap (alpha / beta) (eV): 7.149 / 7.040
Charge: -1

Geometry as XYZ:
```
74
Properties=species:S:1:pos:R:3:forces:R:3
Fe 0.046 -0.455 0.096 -0.15 -0.34 0.11
S 1.752 -2.609 -0.727 0.01 0.04 0.03
F 6.560 -2.414 1.477 0.00 0.01 0.00
O 2.235 -0.082 0.580 0.00 -0.01 0.21
O -1.126 -1.257 -1.805 -0.07 0.49 -0.14
O -0.120 -0.919 2.150 0.40 0.07 -0.12
O -3.140 -1.637 -2.734 -0.02 0.07 0.03
O 0.448 1.102 -1.187 -0.12 -0.17 0.00
O -1.449 -0.929 3.968 0.00 0.05 -0.04
O 1.167 3.113 -1.845 0.00 -0.01 -0.01
O -1.030 1.715 1.192 -0.21 0.02 0.25
N 0.241 -3.117 -2.940 0.54 0.40 -0.47
N 2.123 -4.186 -2.915 -0.04 -0.06 0.04
N -2.086 -1.032 0.537 0.10 0.29 -0.05
N 5.086 2.028 -1.400 -0.05 -0.03 -0.05
C 3.066 0.520 -0.105 -0.11 0.00 -0.02
C -1.235 -0.916 2.758 -0.11 0.00 0.03
C -2.434 -0.924 1.810 0.08 -0.05 0.00
C 1.333 1.987 -1.367 0.09 0.05 -0.08
C 1.356 -3.310 -2.210 -0.02 -0.15 0.06
C -4.729 -0.848 1.190 0.01 0.02 -0.02
C -2.111 2.841 -0.709 -0.01 -0.02 0.02
C -4.349 -0.984 -0.141 -0.01 -0.06 0.01
C 6.363 4.057 -0.876 -0.01 -0.01 -0.01
C 3.769 2.296 -1.568 0.01 0.01 0.04
C -0.127 2.681 1.715 0.03 -0.01 -0.11
C 6.837 0.582 -0.528 -0.01 0.01 0.01
C 4.853 -0.984 0.711 0.00 -0.01 0.01
C 2.755 1.594 -1.007 0.00 -0.07 0.00
C 6.176 -1.310 0.795 0.02 0.00 0.00
C -2.997 -1.082 -0.425 0.09 -0.08 0.01
C 5.475 0.928 -0.646 0.01 -0.01 0.01
C 7.327 2.217 -2.346 0.00 -0.03 0.01
C -3.764 -0.835 2.189 0.03 -0.04 0.00
C 1.490 -4.491 -4.113 -0.04 -0.02 -0.03
C 3.436 -4.628 -2.508 -0.03 -0.01 0.02
C 7.903 1.420 -1.184 -0.01 -0.01 -0.01
C -2.239 2.275 0.693 0.08 0.02 -0.13
C 0.738 2.053 2.786 0.00 -0.02 -0.03
C 6.078 2.974 -1.913 0.04 0.06 -0.01
C 4.492 0.153 -0.019 0.04 0.07 0.05
C -2.397 -1.330 -1.802 0.08 -0.12 -0.09
C 7.168 -0.545 0.194 -0.02 0.00 0.01
C 0.328 -3.807 -4.128 0.07 -0.03 0.07
H 4.198 -3.907 -2.810 0.01 -0.01 0.01
H -1.818 2.061 -1.409 -0.01 0.00 0.00
H 6.672 3.617 0.073 0.01 0.00 0.00
H -5.778 -0.756 1.446 0.00 -0.02 0.00
H -2.578 3.049 1.395 -0.02 -0.01 0.01
H 8.342 2.101 -0.448 0.01 0.00 0.00
H -1.346 3.617 -0.765 -0.01 0.01 0.00
H 1.442 2.799 3.163 0.00 0.00 0.01
H 3.457 -4.712 -1.424 0.00 -0.01 0.00
H 7.064 1.538 -3.161 -0.01 0.00 0.00
H 7.152 4.725 -1.226 0.00 0.01 0.00
H -2.979 1.475 0.710 0.00 -0.04 0.01
H 4.081 -1.579 1.178 -0.03 0.00 0.00
H 8.060 2.928 -2.730 0.00 0.00 -0.01
H 3.524 3.141 -2.200 -0.01 0.02 0.03
H 5.626 3.437 -2.792 0.00 -0.01 0.00
H -4.005 -0.757 3.240 -0.01 0.01 0.00
H 1.919 -5.175 -4.823 0.01 -0.01 0.00
H -0.450 -3.761 -4.868 -0.01 -0.01 -0.01
H 1.295 1.203 2.397 0.01 0.01 -0.02
H 3.644 -5.595 -2.962 0.00 0.00 -0.01
H -0.710 3.507 2.142 0.01 0.02 -0.01
H 0.482 3.094 0.902 0.00 0.01 0.00
H 8.204 -0.847 0.294 0.00 -0.02 0.00
H -3.072 3.263 -1.017 0.01 0.02 0.00
H 0.126 1.688 3.612 -0.01 -0.01 0.00
H 5.466 4.649 -0.691 -0.01 -0.01 0.01
H -0.320 -2.252 -2.744 -0.66 -0.30 0.38
H 8.711 0.774 -1.530 0.01 0.01 0.01
H -5.063 -1.028 -0.951 0.00 0.00 -0.01
```
Positions in Å, forces in eV/Å.